The following is a quantum chemistry calculation of a cluster of 2 separate species, C4H14NOS in total, from the Open Molecules 2025 dataset.

Element x y z (Å)
C  0.04138  0.84605  -0.63800
C  -0.59958  0.26393  0.63863
C  0.22771  -0.73627  1.45190
S  0.72726  -2.06430  0.18593
C  0.07287  -3.48655  0.96736
N  1.38242  1.47254  -0.28369
H  0.28382  0.00497  -1.30035
H  -0.63410  1.61698  -1.02609
H  -1.63418  -0.12635  0.44109
H  -0.97362  1.14012  1.29879
H  -0.16418  -0.91347  2.43379
H  1.22809  -0.36710  1.59276
H  -0.99618  -3.71837  0.91807
H  0.31603  -3.31969  2.01241
H  0.62516  -4.38262  0.56602
H  2.20459  1.55061  -0.99435
H  1.21257  2.46136  0.00431
H  1.79736  1.16792  0.59708
H  -1.25621  3.33853  -3.26669
H  -2.40963  2.71395  -2.84099
O  -1.45158  2.53775  -2.75799

Force components x, y, z for each atom (eV/Å):
0.110 -1.295 0.888
-1.967 1.825 1.171
0.771 0.749 -2.571
-1.357 0.115 1.596
1.124 -1.760 -0.131
1.462 2.476 -0.124
-0.349 0.756 -0.450
0.490 -0.309 -0.614
1.097 -0.114 -0.460
1.171 -1.190 -0.550
-0.460 -1.206 0.202
0.558 0.449 0.494
-0.142 0.560 -0.385
0.016 -0.307 0.345
-0.531 0.831 0.351
-2.025 -0.510 0.972
-0.067 -0.337 -0.675
0.093 -0.758 -0.130
1.190 -0.068 -0.060
-0.024 -1.027 0.575
-1.159 1.120 -0.444

## Properties
Charge = +2
Kohn-Sham gap (alpha / beta) = 0.384 / 0.220 Ha
Spin multiplicity = 2


The following is a quantum chemistry calculation of an isolated molecule of C22H32N2O4, from the Open Molecules 2025 dataset.

Element x y z (Å)
C  0.12257  5.05237  2.22324
C  1.15189  5.62162  1.25281
H  0.65709  5.92694  0.32420
H  1.65426  6.48763  1.69175
O  2.20037  4.69897  0.98827
C  1.84615  3.58721  0.25248
C  2.04019  2.33581  0.82749
C  1.72057  1.17924  0.14869
C  1.17846  1.25115  -1.13302
C  1.00161  2.49363  -1.72768
C  1.34634  3.65874  -1.05573
O  1.14210  4.85642  -1.70728
C  2.31803  5.61047  -1.97017
C  3.19932  4.94484  -3.02114
H  4.04439  5.58767  -3.25200
H  3.57085  3.99110  -2.65148
H  2.62831  4.76630  -3.92900
H  2.89116  5.77045  -1.04921
H  1.95010  6.57370  -2.33330
H  0.60273  2.57141  -2.72530
N  0.85815  0.05042  -1.76953
C  0.28203  -0.14647  -2.97674
O  -0.04905  0.70685  -3.77100
C  0.05323  -1.64415  -3.24376
N  -0.97285  -2.18376  -2.36535
C  -0.59872  -2.66680  -1.15909
O  0.56138  -2.56826  -0.77863
C  -1.67558  -3.33526  -0.33395
H  -2.10993  -4.14865  -0.92175
C  -1.10950  -3.87937  0.97780
H  -0.25089  -4.50708  0.72905
C  -2.14709  -4.67587  1.78679
H  -2.80744  -5.28727  1.17225
C  -2.81522  -3.59309  2.63340
H  -3.49474  -4.00004  3.38026
H  -3.33669  -2.83788  2.04808
C  -1.49874  -3.09397  3.22615
H  -1.56729  -2.26518  3.92943
C  -0.70041  -2.76180  1.96226
H  0.37271  -2.74953  2.14105
H  -0.98276  -1.78085  1.57685
C  -0.92507  -4.37707  3.83836
H  0.16009  -4.33188  3.91878
H  -1.32979  -4.54288  4.83721
C  -1.39346  -5.47204  2.85827
H  -0.56194  -6.03455  2.43553
H  -2.06233  -6.17988  3.34916
H  -2.46895  -2.61366  -0.12699
C  -2.33554  -2.14733  -2.84039
H  -2.40042  -1.43802  -3.66248
H  -3.01580  -1.81581  -2.05613
H  -2.66083  -3.13037  -3.19406
H  0.98307  -2.19030  -3.06012
H  -0.25229  -1.77933  -4.28183
H  1.05412  -0.79313  -1.22814
H  1.87500  0.21538  0.61089
H  2.44566  2.29374  1.82649
H  0.60698  4.74288  3.14641
H  -0.37104  4.18863  1.78184
H  -0.62455  5.80792  2.45002

Force components x, y, z for each atom (eV/Å):
0.343 0.035 -0.249
-0.445 0.243 0.250
0.145 -0.005 0.080
-0.086 -0.056 -0.083
0.211 -0.306 -0.307
-0.038 0.081 -0.021
-0.025 0.218 -0.109
-0.064 -0.011 -0.111
0.048 0.448 0.077
-0.053 0.108 -0.084
0.110 0.021 0.194
-0.251 -0.394 0.289
0.494 0.212 -0.234
-0.323 0.070 0.263
0.125 0.046 -0.032
0.082 -0.061 -0.018
-0.016 -0.016 -0.111
-0.147 0.021 -0.067
0.075 -0.076 0.080
-0.004 0.019 -0.045
0.229 -0.239 0.358
-0.025 -0.645 -0.105
-0.085 0.265 -0.201
0.237 0.106 -0.027
0.262 0.109 -0.176
-0.390 0.007 -0.162
0.318 -0.159 0.277
0.318 -0.187 0.346
-0.097 0.049 -0.055
-0.076 -0.041 -0.335
-0.041 -0.011 0.024
-0.049 -0.224 -0.180
-0.027 -0.022 -0.034
-0.054 0.028 0.012
-0.091 -0.028 0.055
-0.070 0.087 -0.044
0.078 0.251 0.192
-0.018 0.014 0.010
0.119 0.036 0.149
0.053 0.068 -0.003
0.009 0.078 -0.043
0.059 0.101 0.171
0.054 0.020 0.064
0.032 -0.005 0.031
-0.056 -0.180 -0.095
0.005 -0.071 -0.030
0.008 -0.035 -0.003
-0.083 -0.008 -0.052
-0.364 -0.138 0.039
-0.016 -0.004 0.035
-0.020 -0.001 -0.075
-0.057 0.053 -0.030
-0.118 0.045 -0.078
0.034 0.097 0.115
-0.103 0.094 -0.243
0.020 -0.118 0.070
0.031 0.019 0.112
0.011 -0.023 0.107
-0.093 -0.050 0.007
-0.122 0.063 0.034

## Properties
Charge = 0
Structure (SMILES) = CCOc1ccc(NC(=O)CN(C)C(=O)C[C@H]2C[C@@H]3CC[C@H]2C3)cc1OCC
Kohn-Sham gap = 0.316 Ha
Spin multiplicity = 1


Energy relative to the best compared isomer or geometry (same formula, charge and spin) per entry: 18.43 46.24 kcal/mol
F_max per entry: 0.0569 0.0127 hartree/bohr